(1)
Below is a structure of composition C16H34ClF3N3O6PS3, with properties calculated with ωB97M-V/def2-TZVPD.

Results
E_tot = -3541.4226 Eh
LUMO = -1.39 eV
E_HOMO = -8.3 eV

```
! RIJCOSX wB97M-V def2-TZVPD def2/J DEFGRID3
* xyz 0 1
Cl -4.265 3.090 -1.179
S 0.980 -2.159 -1.856
S 4.657 -5.748 1.155
S 5.064 -3.176 1.962
P -3.638 2.477 0.639
F 5.256 -7.045 1.807
F -3.511 -2.524 -1.036
F 5.585 -2.893 0.483
O 3.681 -2.794 1.885
O 5.199 -5.710 -0.164
O 3.240 -5.871 1.311
O 5.936 -2.425 2.800
O 1.887 3.416 -1.863
O -4.609 1.202 0.845
N -2.089 1.581 0.101
N 5.315 -4.709 2.163
N 0.873 0.394 1.059
C 1.877 4.171 0.429
C -1.109 2.702 -0.253
C 1.171 -3.600 0.572
C -0.608 3.606 0.865
C 0.415 4.584 0.259
C 2.379 3.122 -0.565
C -1.620 0.769 1.277
C -3.891 -1.295 -0.488
C 1.801 2.286 -2.710
C -0.746 -0.237 -0.758
C -0.464 -0.097 0.768
C -2.048 0.567 -1.068
C 1.753 -2.459 -0.244
C -3.346 -0.176 -1.393
C -5.411 -1.305 -0.367
C -0.669 -1.677 -1.289
H 0.262 5.568 0.704
H -1.379 1.409 2.124
H -1.425 4.157 1.333
H 0.871 1.726 -2.537
H 2.804 -2.655 -0.464
H -3.152 -0.645 -2.361
H 2.640 1.598 -2.571
H 2.051 3.791 1.441
H 0.295 -3.308 1.162
H 2.498 5.065 0.332
H 1.806 2.642 -3.739
H 1.943 -3.951 1.248
H 3.474 3.150 -0.577
H -0.972 -2.388 -0.518
H 2.090 2.103 -0.277
H -0.123 3.021 1.648
H -1.615 3.295 -1.015
H -1.827 1.192 -1.935
H 1.746 -1.522 0.306
H -5.742 -0.971 0.615
H -5.755 -2.329 -0.504
H -3.429 -1.261 0.504
H -0.259 2.222 -0.738
H -1.336 -1.837 -2.132
H -4.136 0.553 -1.574
H -0.567 -1.081 1.229
H 0.891 -4.446 -0.059
H 1.290 -0.058 1.863
H 0.920 1.392 1.208
H 0.072 0.287 -1.259
H -4.860 1.073 1.771
H -5.890 -0.684 -1.124
H -2.456 0.130 1.562
H 0.227 4.696 -0.812
*
```

***

(2)
Below is a structure of composition C3H9O3P, with properties calculated with ωB97M-V/def2-TZVPD.

Results
E_tot = -686.7367 Eh
LUMO = 0.60 eV
E_HOMO = -8.8 eV
ΔE to the lowest compared entry with this formula, charge and spin = 38.24 kcal per mole

```
! RIJCOSX wB97M-V def2-TZVPD def2/J DEFGRID3
* xyz 0 1
P -0.262 -0.674 -0.501
O 0.181 1.684 -2.166
O 1.143 -1.226 0.043
O -0.678 -1.292 -1.792
C -1.347 -1.104 0.946
C 1.795 -0.370 0.947
C -0.361 1.677 -0.884
H 0.265 2.434 -0.244
H 2.765 -0.814 1.250
H 1.177 0.068 1.833
H 1.900 0.587 0.425
H -0.288 1.080 -2.712
H -1.324 -0.610 1.915
H -1.085 -2.212 0.963
H -2.426 -1.047 0.752
H -1.455 1.820 -0.774
*
```

***

E_HOMO of number 1 (C16H34ClF3N3O6PS3)? -8.3 eV

***

What is the E_HOMO in the second record? -8.8 eV

***

Repeat the first record exactly.
Below is a structure of composition C16H34ClF3N3O6PS3, with properties calculated with ωB97M-V/def2-TZVPD.

Results
E_tot = -3541.4226 Eh
LUMO = -1.39 eV
E_HOMO = -8.3 eV

```
! RIJCOSX wB97M-V def2-TZVPD def2/J DEFGRID3
* xyz 0 1
Cl -4.265 3.090 -1.179
S 0.980 -2.159 -1.856
S 4.657 -5.748 1.155
S 5.064 -3.176 1.962
P -3.638 2.477 0.639
F 5.256 -7.045 1.807
F -3.511 -2.524 -1.036
F 5.585 -2.893 0.483
O 3.681 -2.794 1.885
O 5.199 -5.710 -0.164
O 3.240 -5.871 1.311
O 5.936 -2.425 2.800
O 1.887 3.416 -1.863
O -4.609 1.202 0.845
N -2.089 1.581 0.101
N 5.315 -4.709 2.163
N 0.873 0.394 1.059
C 1.877 4.171 0.429
C -1.109 2.702 -0.253
C 1.171 -3.600 0.572
C -0.608 3.606 0.865
C 0.415 4.584 0.259
C 2.379 3.122 -0.565
C -1.620 0.769 1.277
C -3.891 -1.295 -0.488
C 1.801 2.286 -2.710
C -0.746 -0.237 -0.758
C -0.464 -0.097 0.768
C -2.048 0.567 -1.068
C 1.753 -2.459 -0.244
C -3.346 -0.176 -1.393
C -5.411 -1.305 -0.367
C -0.669 -1.677 -1.289
H 0.262 5.568 0.704
H -1.379 1.409 2.124
H -1.425 4.157 1.333
H 0.871 1.726 -2.537
H 2.804 -2.655 -0.464
H -3.152 -0.645 -2.361
H 2.640 1.598 -2.571
H 2.051 3.791 1.441
H 0.295 -3.308 1.162
H 2.498 5.065 0.332
H 1.806 2.642 -3.739
H 1.943 -3.951 1.248
H 3.474 3.150 -0.577
H -0.972 -2.388 -0.518
H 2.090 2.103 -0.277
H -0.123 3.021 1.648
H -1.615 3.295 -1.015
H -1.827 1.192 -1.935
H 1.746 -1.522 0.306
H -5.742 -0.971 0.615
H -5.755 -2.329 -0.504
H -3.429 -1.261 0.504
H -0.259 2.222 -0.738
H -1.336 -1.837 -2.132
H -4.136 0.553 -1.574
H -0.567 -1.081 1.229
H 0.891 -4.446 -0.059
H 1.290 -0.058 1.863
H 0.920 1.392 1.208
H 0.072 0.287 -1.259
H -4.860 1.073 1.771
H -5.890 -0.684 -1.124
H -2.456 0.130 1.562
H 0.227 4.696 -0.812
*
```

***

Please write out number 1 again, unchanged.
Below is a structure of composition C16H34ClF3N3O6PS3, with properties calculated with ωB97M-V/def2-TZVPD.

Results
E_tot = -3541.4226 Eh
LUMO = -1.39 eV
E_HOMO = -8.3 eV

```
! RIJCOSX wB97M-V def2-TZVPD def2/J DEFGRID3
* xyz 0 1
Cl -4.265 3.090 -1.179
S 0.980 -2.159 -1.856
S 4.657 -5.748 1.155
S 5.064 -3.176 1.962
P -3.638 2.477 0.639
F 5.256 -7.045 1.807
F -3.511 -2.524 -1.036
F 5.585 -2.893 0.483
O 3.681 -2.794 1.885
O 5.199 -5.710 -0.164
O 3.240 -5.871 1.311
O 5.936 -2.425 2.800
O 1.887 3.416 -1.863
O -4.609 1.202 0.845
N -2.089 1.581 0.101
N 5.315 -4.709 2.163
N 0.873 0.394 1.059
C 1.877 4.171 0.429
C -1.109 2.702 -0.253
C 1.171 -3.600 0.572
C -0.608 3.606 0.865
C 0.415 4.584 0.259
C 2.379 3.122 -0.565
C -1.620 0.769 1.277
C -3.891 -1.295 -0.488
C 1.801 2.286 -2.710
C -0.746 -0.237 -0.758
C -0.464 -0.097 0.768
C -2.048 0.567 -1.068
C 1.753 -2.459 -0.244
C -3.346 -0.176 -1.393
C -5.411 -1.305 -0.367
C -0.669 -1.677 -1.289
H 0.262 5.568 0.704
H -1.379 1.409 2.124
H -1.425 4.157 1.333
H 0.871 1.726 -2.537
H 2.804 -2.655 -0.464
H -3.152 -0.645 -2.361
H 2.640 1.598 -2.571
H 2.051 3.791 1.441
H 0.295 -3.308 1.162
H 2.498 5.065 0.332
H 1.806 2.642 -3.739
H 1.943 -3.951 1.248
H 3.474 3.150 -0.577
H -0.972 -2.388 -0.518
H 2.090 2.103 -0.277
H -0.123 3.021 1.648
H -1.615 3.295 -1.015
H -1.827 1.192 -1.935
H 1.746 -1.522 0.306
H -5.742 -0.971 0.615
H -5.755 -2.329 -0.504
H -3.429 -1.261 0.504
H -0.259 2.222 -0.738
H -1.336 -1.837 -2.132
H -4.136 0.553 -1.574
H -0.567 -1.081 1.229
H 0.891 -4.446 -0.059
H 1.290 -0.058 1.863
H 0.920 1.392 1.208
H 0.072 0.287 -1.259
H -4.860 1.073 1.771
H -5.890 -0.684 -1.124
H -2.456 0.130 1.562
H 0.227 4.696 -0.812
*
```